# 1
A single C4H7NO molecule in a non-equilibrium geometry. Source: the OMol25 dataset; level of theory: ωB97M-V/def2-TZVPD.

Cartesian coordinates (Å):
C  0.73348  1.15250  0.15403
O  1.53694  -0.11833  -0.11666
C  0.66141  -1.20523  -0.27315
C  -0.61563  -0.68988  0.29750
N  -1.71041  -0.11101  -0.21210
C  -0.58113  0.85566  -0.45169
H  1.17067  2.01329  -0.43856
H  0.75115  1.04937  1.40926
H  0.26322  -1.52885  -1.23965
H  0.97227  -1.87742  0.32060
H  -0.57863  -0.54231  1.44298
H  -2.27770  0.33960  0.65212
H  -0.32563  0.66261  -1.54468

Cartesian forces (eV/Å) of the 6 atoms listed first:
C 0.334 -1.413 3.199
O 0.907 1.358 -0.841
C -4.460 4.650 -3.617
C 1.424 0.876 3.973
N -3.511 3.119 2.092
C 0.159 -1.553 -2.530

Output
highest occupied orbital energy	-0.31355	Eh
lowest unoccupied orbital energy	0.82	eV
ΔE to the lowest compared entry with this formula, charge and spin	163.77	kcal per mole
net charge	0
Kohn-Sham gap	9.35	eV

---

# 2
A single CH2NOP molecule in a non-equilibrium geometry. Source: the OMol25 dataset; level of theory: ωB97M-V/def2-TZVPD.

Cartesian coordinates (Å):
O  4.17615  0.09170  -0.20902
C  3.09114  -0.06394  0.07791
N  1.72698  -0.27031  0.45977
P  0.41144  0.77543  0.01979
H  0.18238  0.14089  -1.23088
H  -0.51993  -0.21424  0.22304

Forces on the atoms, in the same order (eV/Å):
O 1.579 -0.248 -0.159
C -10.576 -0.338 2.301
N 8.925 0.472 -1.679
P 0.529 -0.204 -0.991
H 0.397 0.821 -0.830
H -0.854 -0.502 1.359

Output
highest occupied orbital energy	-0.34878	Eh
lowest unoccupied orbital energy	0.54	eV
ΔE to the lowest compared entry with this formula, charge and spin	37.02	kcal per mole
net charge	0
Kohn-Sham gap	10.03	eV

---

# 3
A single C4H6FNOS molecule in a non-equilibrium geometry. Source: the OMol25 dataset; level of theory: ωB97M-V/def2-TZVPD.

Cartesian coordinates (Å):
N  -1.83795  -1.36920  0.04011
C  -1.09595  -0.12528  -0.12061
S  -1.71806  1.42838  -0.27391
C  0.35562  -0.30064  0.13796
O  0.71715  -1.70841  -0.15023
C  1.07368  0.29036  1.39670
C  1.55076  0.73754  -0.01736
F  2.51543  -0.09517  -0.48024
H  -1.21678  -2.18182  -0.36645
H  -2.79308  -1.16514  -0.41844
H  1.05054  -1.55777  -1.27909
H  1.83334  -0.24360  1.90207
H  0.54318  1.08698  1.99858
H  1.25671  1.70368  -0.59106

Cartesian forces (eV/Å) of the 6 atoms listed first:
N 0.779 2.102 -2.963
C -1.094 -0.240 1.417
S 0.269 -1.738 -0.022
C 0.943 -1.398 1.275
O 1.391 2.780 -5.097
C -0.997 2.517 -2.084

Output
highest occupied orbital energy	-0.32400	Eh
lowest unoccupied orbital energy	0.04	eV
ΔE to the lowest compared entry with this formula, charge and spin	83.36	kcal per mole
net charge	0
Kohn-Sham gap	8.85	eV

---

# 4
7 unconnected molecules or ions with the total composition C47H81F4NO10P in a non-equilibrium geometry. Source: the OMol25 dataset; level of theory: ωB97M-V/def2-TZVPD.

Cartesian coordinates (Å):
C  5.32574  -0.50300  2.94098
C  3.83254  -0.60388  3.22920
O  3.40982  -1.97634  3.14850
P  2.30105  -2.46002  2.11502
O  2.47937  -3.88078  1.78542
C  0.66346  -2.19530  2.85514
C  -0.41640  -1.83864  1.81428
C  -1.35764  -0.66806  2.12275
C  -0.98350  0.48459  3.08148
C  0.40298  1.13576  3.09076
C  0.46502  2.65412  3.18772
F  1.11227  0.69934  1.97334
N  -2.13029  1.37074  2.78465
C  -2.66480  1.14732  1.64406
C  -2.01248  0.02995  0.89093
C  -2.99088  -0.92404  0.18248
C  -2.37430  -1.74388  -0.97451
C  -2.40532  -3.20863  -0.71020
F  -3.60266  -3.77224  -0.42757
C  -1.31261  -3.96968  -0.72926
F  -0.24915  -3.68364  -1.48210
F  -1.09155  -5.04884  0.00370
C  -1.02558  0.68666  -0.10745
O  -0.97542  2.09306  0.04484
C  0.16983  2.69841  -0.43490
C  0.49857  3.94121  0.06986
C  1.65272  4.56560  -0.35557
C  2.48301  3.96546  -1.28723
C  2.11760  2.74640  -1.82103
C  0.96062  2.11042  -1.40475
O  2.35358  -1.50557  0.84600
C  3.31732  -1.83832  -0.19150
C  3.72809  -0.55124  -0.90163
H  5.79607  0.26482  3.55039
H  5.50947  -0.27996  1.88989
H  5.78643  -1.46484  3.15884
H  3.28235  0.01949  2.52963
H  3.62282  -0.22632  4.23065
H  0.71270  -1.50742  3.69851
H  0.46098  -3.18048  3.27222
H  0.04372  -1.68292  0.84098
H  -1.06451  -2.70571  1.70457
H  -2.21102  -1.09295  2.65977
H  -1.10391  0.08534  4.08967
H  0.92882  0.73555  3.95769
H  -0.49391  3.15808  3.11443
H  1.14139  3.00394  2.41337
H  0.92736  2.91637  4.13612
H  -2.49235  2.08748  3.39981
H  -3.50884  1.69154  1.23918
H  -3.45470  -1.59170  0.90778
H  -3.81193  -0.32733  -0.22000
H  -2.95292  -1.52841  -1.87654
H  -1.35252  -1.47552  -1.22138
H  -1.41306  0.46933  -1.10537
H  -0.04750  0.21044  -0.03546
H  -0.13773  4.42462  0.79658
H  1.91861  5.52372  0.06925
H  3.40248  4.44917  -1.58247
H  2.74326  2.25908  -2.55623
H  0.69245  1.15433  -1.83067
H  2.85002  -2.53747  -0.88018
H  4.16867  -2.33923  0.26419
H  4.78002  -0.32429  -0.73760
H  3.16224  0.28101  -0.48088
H  3.53040  -0.59521  -1.96959
C  -2.93820  -5.21632  -5.48274
C  -3.49166  -5.72056  -4.15113
C  -3.93347  -4.41516  -3.50427
O  -4.32661  -3.54392  -4.56718
C  -3.90200  -4.08640  -5.81930
H  -2.89524  -5.97672  -6.26063
H  -1.93193  -4.81890  -5.33538
H  -4.34845  -6.37647  -4.31520
H  -2.76102  -6.26156  -3.55129
H  -3.10799  -3.94251  -2.96486
H  -4.76967  -4.54005  -2.81585
H  -4.77635  -4.45836  -6.36302
H  -3.44178  -3.29232  -6.40939
C  0.61818  -2.68832  -7.29150
C  0.66878  -3.55053  -6.03173
C  2.03550  -3.18862  -5.46471
O  2.27955  -1.83338  -5.84293
C  1.32318  -1.42157  -6.82123
H  -0.39054  -2.49742  -7.65483
H  1.18488  -3.16395  -8.09405
H  -0.11898  -3.24568  -5.33763
H  0.56111  -4.61730  -6.22242
H  2.82101  -3.82140  -5.89067
H  2.08102  -3.26835  -4.37734
H  0.61584  -0.72847  -6.35113
H  1.83993  -0.89516  -7.62374
C  3.18759  4.23900  7.82512
C  1.75954  4.38784  8.34726
C  0.94259  3.97180  7.13250
O  1.73115  3.00470  6.42838
C  3.06797  3.00056  6.94911
H  3.93167  4.12534  8.61067
H  3.45914  5.10671  7.22085
H  1.58795  3.69612  9.17398
H  1.51982  5.39259  8.68930
H  0.75749  4.82425  6.46939
H  -0.01625  3.52333  7.39681
H  3.21270  2.08605  7.53259
H  3.77226  2.99550  6.11642
C  -3.61503  2.42578  -4.32408
C  -4.52672  1.21883  -4.55261
C  -3.57458  0.05517  -4.30790
O  -2.62653  0.51923  -3.33506
C  -2.74129  1.93863  -3.17828
H  -4.15064  3.34252  -4.08448
H  -3.00528  2.60903  -5.21046
H  -5.33166  1.21110  -3.81428
H  -4.97523  1.19099  -5.54342
H  -3.03432  -0.21612  -5.21993
H  -4.07196  -0.83716  -3.92562
H  -3.20940  2.13163  -2.20358
H  -1.73957  2.37176  -3.17619
C  7.64368  2.34639  -1.63393
C  7.30171  2.00048  -0.18548
C  6.66691  3.29798  0.29822
O  6.03362  3.88375  -0.84044
C  6.45468  3.21145  -2.02994
H  7.76308  1.47649  -2.27731
H  8.56592  2.92868  -1.67319
H  6.57131  1.18772  -0.15714
H  8.16272  1.70512  0.41163
H  7.42366  3.99284  0.67638
H  5.91961  3.14338  1.07888
H  5.62560  2.59532  -2.39914
H  6.69776  3.95404  -2.78984
C  -7.00595  0.38268  4.04999
C  -7.28123  -1.12288  4.04417
C  -6.48038  -1.58752  2.83222
O  -5.34900  -0.70098  2.73857
C  -5.55428  0.41079  3.60502
H  -7.16296  0.86020  5.01473
H  -7.63845  0.88326  3.31479
H  -6.88815  -1.57950  4.95428
H  -8.33701  -1.37240  3.96716
H  -7.06443  -1.50535  1.91162
H  -6.11898  -2.61088  2.92292
H  -4.87997  0.31054  4.46589
H  -5.29975  1.32995  3.06686

Cartesian forces (eV/Å) of the 6 atoms listed first:
C -0.160 -0.271 -0.147
C 0.397 0.454 0.140
O -0.195 0.463 -0.234
P -0.063 -1.312 -0.060
O 0.011 0.200 0.055
C 0.063 0.317 -0.147

Output
highest occupied orbital energy	-0.40317	Eh
lowest unoccupied orbital energy	-3.32	eV
ΔE to the lowest compared entry with this formula, charge and spin	0.00	kcal per mole
net charge	+1
Kohn-Sham gap	7.65	eV

---

# 5
A molecular structure, C31H37N9S2Zr. Source: the OMol25 dataset; level of theory: ωB97M-V/def2-TZVPD.

Cartesian coordinates (Å):
Zr  1.14451  -1.12914  -1.08337
S  0.42063  1.31992  -1.16257
C  -1.07203  1.45663  -0.30680
N  -1.52289  2.59583  0.10407
C  -2.79096  2.64144  0.86159
C  -3.76866  1.70385  0.22011
N  -3.17629  0.34970  0.14057
C  -4.14532  -0.79572  0.33575
C  -4.29396  -1.12496  1.79459
C  -3.60901  -2.21104  2.33426
C  -3.76086  -2.53376  3.67449
C  -4.59079  -1.77017  4.48194
C  -5.29130  -0.69663  3.94630
C  -5.15059  -0.37998  2.60532
C  -1.91037  0.20957  -0.06908
S  -1.18985  -1.36372  -0.15638
C  -0.78262  3.91332  -0.10206
C  -1.72450  5.04491  -0.35363
C  -2.36716  5.14217  -1.58817
C  -3.25682  6.17789  -1.82290
C  -3.49918  7.12062  -0.82903
C  -2.85200  7.03313  0.39564
C  -1.96709  5.99096  0.63830
H  -3.15222  3.66751  0.82680
H  -2.57435  2.36975  1.89791
H  -4.04707  2.00375  -0.79370
H  -4.66804  1.62456  0.82362
H  -3.76867  -1.63041  -0.25202
H  -5.07346  -0.44363  -0.11383
H  -2.99736  -2.83685  1.69611
H  -3.25511  -3.39658  4.08568
H  -4.71990  -2.03082  5.52349
H  -5.97147  -0.13025  4.56712
H  -5.76338  0.41136  2.18867
H  -0.11562  3.74070  -0.94323
H  -0.19096  4.04626  0.80600
H  -2.14966  4.42903  -2.37686
H  -3.74809  6.26696  -2.78202
H  -4.18486  7.93538  -1.01815
H  -3.02881  7.77962  1.15754
H  -1.44963  5.93078  1.58869
N  1.22159  -4.57481  -3.63120
C  0.67972  -5.31385  -2.60438
C  0.52752  -4.46155  -1.55798
N  0.97323  -3.20685  -1.93537
C  1.38760  -3.32130  -3.20258
C  1.87961  -2.12778  -3.87418
N  1.87132  -0.97057  -3.19908
C  2.35419  -0.00743  -4.07155
C  2.65196  -0.60042  -5.25592
N  2.34583  -1.93497  -5.10960
H  1.43915  -4.94579  -4.54734
H  0.45549  -6.36150  -2.71711
H  0.13581  -4.66381  -0.57569
H  2.43893  1.03056  -3.79677
H  3.04018  -0.20433  -6.17946
H  2.45263  -2.62695  -5.84062
C  5.91531  -2.81192  0.18903
C  5.39071  -2.13106  -1.05493
N  4.03279  -1.56805  -0.78254
C  3.64079  -1.28303  0.51926
N  2.33932  -0.88695  0.59110
C  1.84305  -0.38342  1.89892
C  2.50169  -1.15219  3.02852
C  4.00562  -1.05646  2.91406
N  4.44021  -1.39182  1.54000
C  5.84118  -1.85528  1.36137
H  6.94885  -3.11678  0.02904
H  5.34479  -3.71651  0.41072
H  5.30385  -2.82218  -1.89078
H  6.05077  -1.31336  -1.34844
H  3.90069  -0.74571  -1.36439
H  0.76309  -0.52921  1.92925
H  2.04605  0.68915  1.95921
H  2.18619  -2.19743  2.99869
H  2.18674  -0.74803  3.99005
H  4.50544  -1.74639  3.59022
H  4.37031  -0.04965  3.13034
H  6.12377  -2.34471  2.29042
H  6.47981  -0.97955  1.22897

Cartesian forces (eV/Å) of the 6 atoms listed first:
Zr 0.130 0.172 0.426
S -0.042 -0.133 -0.074
C -0.183 -0.078 0.000
N 0.169 0.046 -0.081
C 0.042 0.000 -0.024
C 0.019 -0.071 0.065

Output
highest occupied orbital energy	-0.64907	Eh
lowest unoccupied orbital energy	-12.36	eV
ΔE to the lowest compared entry with this formula, charge and spin	0.00	kcal per mole
net charge	+4
Kohn-Sham gap	5.31	eV

---

# 6
2 unconnected molecules or ions with the total composition C5H9NO in a non-equilibrium geometry. Source: the OMol25 dataset; level of theory: ωB97M-V/def2-TZVPD.

Cartesian coordinates (Å):
C  -1.38521  1.05797  -1.20324
N  -0.78863  0.40123  -0.04475
C  -0.27179  1.32484  0.95124
C  0.65366  0.57949  0.08596
H  -2.42300  1.32348  -0.97287
H  -1.38772  0.37578  -2.05837
H  -0.85636  1.98179  -1.49931
H  -0.36516  2.39105  0.78256
H  -0.38058  0.99180  1.98019
H  1.17543  1.06432  -0.73546
H  1.19096  -0.20227  0.60619
C  0.68988  -2.38062  0.88141
C  1.35810  -2.05818  -0.20299
O  2.00046  -1.76776  -1.13460
H  0.95144  -3.30231  1.37625
H  -0.16147  -1.78060  1.18779

Cartesian forces (eV/Å) of the 6 atoms listed first:
C -0.044 0.022 -0.118
N -0.031 0.011 0.016
C -0.088 0.367 0.252
C 0.274 0.188 0.068
H 0.180 -0.083 -0.009
H 0.029 0.052 0.128

Output
highest occupied orbital energy	-0.33153	Eh
lowest unoccupied orbital energy	1.00	eV
ΔE to the lowest compared entry with this formula, charge and spin	79.76	kcal per mole
net charge	0
Kohn-Sham gap	10.02	eV

---

# 7
A single C4H7NO2 molecule in a non-equilibrium geometry. Source: the OMol25 dataset; level of theory: ωB97M-V/def2-TZVPD.

Cartesian coordinates (Å):
C  3.26463  -0.27323  0.03893
C  2.22815  0.32498  -0.02809
C  0.98840  1.08660  -0.15973
O  -0.11302  0.32589  -0.59303
N  -1.17006  -0.24109  0.48226
C  -1.75154  -1.27765  -0.32226
O  -2.14707  0.73541  0.69315
H  4.16356  -0.81652  0.12283
H  0.75736  1.55454  0.81267
H  1.14058  1.88984  -0.89228
H  -2.78043  -1.05680  -0.60161
H  -1.62176  -2.23174  0.19026
H  -1.09000  -1.23580  -1.22905
H  -1.86880  1.21556  1.48596

Cartesian forces (eV/Å) of the 6 atoms listed first:
C -0.431 0.198 0.042
C 0.214 -0.255 -0.071
C -0.586 0.256 0.999
O -1.546 -0.418 0.343
N 1.953 1.704 0.299
C 0.854 -0.183 -1.570

Output
highest occupied orbital energy	-0.35210	Eh
lowest unoccupied orbital energy	0.81	eV
ΔE to the lowest compared entry with this formula, charge and spin	153.00	kcal per mole
net charge	0
Kohn-Sham gap	10.39	eV

---

# 8
A single C5H17N3Si2 molecule in a non-equilibrium geometry. Source: the OMol25 dataset; level of theory: ωB97M-V/def2-TZVPD.

Cartesian coordinates (Å):
C  0.22207  -1.00186  -1.39122
C  1.56276  -1.21257  -0.72359
C  -1.91827  2.14069  0.34350
C  -2.62215  -1.70850  -0.29610
C  3.29220  1.48041  -0.99581
N  -1.17793  1.16039  -0.31056
N  -0.24435  -0.90496  1.73049
N  2.22214  0.33902  1.83225
Si  -1.16121  -0.48110  -0.23250
Si  2.40790  0.28943  0.19177
H  0.34485  -0.20624  -2.18636
H  -0.00318  -1.77623  -2.13966
H  1.51136  -2.07723  0.08021
H  2.33208  -1.71013  -1.39769
H  -2.19035  1.86007  1.38263
H  -1.45809  3.15104  0.38447
H  -2.99650  2.29647  -0.10915
H  -3.32583  -1.52025  -1.14620
H  -2.21078  -2.64251  -0.48400
H  -3.30879  -1.61118  0.58266
H  3.64312  1.04979  -1.91199
H  2.45603  2.13637  -1.49506
H  3.96923  2.22528  -0.53379
H  -0.69909  -1.34450  2.45009
H  0.75230  -1.19322  1.76605
H  2.61317  1.14389  2.28652
H  -0.06646  0.10204  1.96768

Cartesian forces (eV/Å) of the 6 atoms listed first:
C 0.236 0.649 -1.921
C 2.074 -2.171 1.650
C -2.895 0.890 0.535
C -1.457 2.633 0.303
C -2.222 1.792 -0.122
N 0.934 -2.083 -0.359

Output
highest occupied orbital energy	-0.26170	Eh
lowest unoccupied orbital energy	0.44	eV
ΔE to the lowest compared entry with this formula, charge and spin	90.99	kcal per mole
net charge	0
Kohn-Sham gap	7.57	eV